[1]
The following is a quantum chemistry calculation of 9 unconnected molecules or ions with the total composition C4H25NO9 at a distorted geometry, from OMol25.

```
! RIJCOSX wB97M-V def2-TZVPD def2/J DEFGRID3
* xyz 0 1
C -0.6554 -2.4069 -0.2857
N 0.0456 -1.1230 -0.1518
C 0.6859 -0.8972 1.1606
C -0.2456 -1.1052 2.3578
C 1.8867 -1.8204 1.3341
O 2.2521 -2.6233 0.5141
H -1.5995 -2.4455 0.2760
H -0.8388 -2.5895 -1.3449
H 0.0098 -3.1983 0.0691
H -0.6007 -0.3619 -0.3107
H 1.0892 0.1123 1.1579
H 0.2572 -0.8178 3.3112
H -1.0851 -0.4104 2.2781
H -0.6158 -2.1226 2.4242
H 2.4418 -1.6647 2.2818
O 1.7018 -3.4262 -2.0735
H 2.3048 -3.7519 -1.3905
H 1.4871 -2.5611 -1.7112
O -0.7150 3.1260 0.8663
H -0.0383 3.0173 0.1559
H -0.7682 4.0605 1.0741
O -1.3739 2.2394 -2.8205
H -2.0045 2.2829 -2.0613
H -1.5491 1.4692 -3.3779
O 0.8330 2.7375 -1.3426
H 0.1059 2.5223 -1.9797
H 1.2768 3.4993 -1.7343
O 3.5121 0.1614 1.0750
H 4.4673 0.1343 0.9828
H 3.2039 0.3024 0.1419
O -2.7890 2.1757 -0.5599
H -3.2498 1.4517 -0.1037
H -2.0885 2.5626 0.0241
O 2.5214 0.4903 -1.4359
H 1.9321 1.2828 -1.4045
H 1.9368 -0.2825 -1.3659
O -4.2827 0.2488 1.2547
H -4.2188 -0.6908 1.4468
H -5.2326 0.4227 1.2682
*
```

Summary:
HOMO = -9.2939 eV
Lowest unoccupied orbital energy = 0.2 eV
Energy = -24472.0437 eV
SMILES string = CN[C@@H](C)C=O.O.O.O.O.O.O.O.O



[2]
The following is a quantum chemistry calculation of 2 unconnected molecules or ions with the total composition C5H12Si at a distorted geometry, from OMol25.

```
! RIJCOSX wB97M-V def2-TZVPD def2/J DEFGRID3
* xyz 0 1
C -0.9309 0.7476 0.4038
C 0.5141 0.1199 0.2304
C 1.6362 1.9346 -0.9002
C -1.3893 -2.3817 1.7254
C 1.0065 0.5748 -1.2014
Si -0.8987 -1.0934 0.4810
H -1.0461 1.4919 1.1409
H -1.2681 1.1164 -0.5636
H 1.2660 0.1336 1.0988
H 1.3994 2.5096 -1.7696
H 2.6541 2.0354 -0.8500
H 1.1757 2.4388 -0.0833
H -0.9652 -3.4348 1.4019
H -0.9896 -2.0810 2.7742
H -2.5381 -2.4665 1.7702
H 1.6952 -0.1406 -1.5104
H 0.0439 0.4664 -1.8108
H -2.9964 -1.7595 -1.3425
*
```

Summary:
HOMO (spin up / spin down) = -7.3395 / -8.9782 eV
Lowest unoccupied orbital energy (spin up / spin down) = -0.4 / -0.2 eV
Energy = -13251.1296 eV



[3]
The following is a quantum chemistry calculation of 3 unconnected molecules or ions with the total composition C2H11N2O2 at a distorted geometry, from OMol25.

```
! RIJCOSX wB97M-V def2-TZVPD def2/J DEFGRID3
* xyz 0 2
C -0.9866 -1.9105 -1.0924
N -0.8334 -0.5491 -0.6513
C -1.7289 0.3530 -1.1871
N -1.4172 1.6682 -0.8946
H -1.7301 -2.0219 -1.8960
H -1.2280 -2.5536 -0.2551
H -0.1003 -2.2579 -1.7218
H 0.0983 -0.3523 -0.3314
H -2.7719 0.1206 -1.4121
H -0.4829 1.8257 -0.5442
H -2.0719 2.4384 -0.7467
H 1.9119 -0.2662 3.5164
H 3.2309 -0.0723 2.7865
O 2.3061 0.2104 2.7766
H 2.3615 1.2195 -0.1577
H 1.8330 1.0076 1.3771
O 1.6096 1.1403 0.4338
*
```

Summary:
HOMO (spin up / spin down) = -4.2409 / -8.0753 eV
Lowest unoccupied orbital energy (spin up / spin down) = 0.3 / 0.3 eV
Energy = -9325.3263 eV



[4]
The following is a quantum chemistry calculation of 2 unconnected molecules or ions with the total composition C5H12O2, from OMol25.

```
! RIJCOSX wB97M-V def2-TZVPD def2/J DEFGRID3
* xyz 0 1
C -0.7664 -1.4059 1.2488
C -0.4258 -0.7990 -0.1045
O 0.9762 -0.6829 -0.3915
C 1.2463 0.5785 -1.0033
C -0.1185 1.0883 -1.4535
C -0.9739 0.6121 -0.2867
O -0.6947 1.3405 0.8972
H -0.4551 -2.4519 1.3221
H -0.3426 -0.8396 2.0797
H -1.8596 -1.3775 1.3477
H -0.8631 -1.4426 -0.8825
H 1.6963 1.2638 -0.2708
H 1.9531 0.4411 -1.8282
H -0.1680 2.1667 -1.6364
H -0.4312 0.5663 -2.3653
H -2.0520 0.5964 -0.4967
H -0.7328 2.2818 0.6899
H 2.3094 -1.0350 2.0067
H 2.0699 -0.8841 1.3159
*
```

Summary:
HOMO = -9.5976 eV
Lowest unoccupied orbital energy = 0.8 eV
Energy = -9473.2310 eV
SMILES string = C[C@@H]1OCC[C@@H]1O.[H][H]



[5]
The following is a quantum chemistry calculation of a molecular structure, C8H24BrN2O2 at a distorted geometry, from OMol25.

```
! RIJCOSX wB97M-V def2-TZVPD def2/J DEFGRID3
* xyz 1 1
Br 0.3925 0.2965 -1.6160
C -2.4426 2.0694 0.2128
C -1.1670 2.9687 0.1284
C -0.1585 2.8106 1.3049
O 1.0627 3.5316 1.0065
C 1.9531 3.9231 2.0651
N -0.5709 2.6320 -1.2895
H -0.3851 1.6498 -1.4339
H -1.3552 2.8499 -1.8874
H 0.2510 3.1304 -1.5996
H -2.2670 0.9937 0.2006
H -3.0870 2.4411 -0.5839
H -3.0388 2.2284 1.1114
H -1.3621 4.0403 0.0877
H -0.0131 1.7420 1.4631
H -0.6256 3.0961 2.2475
H 2.7585 4.5600 1.6994
H 2.3336 3.0265 2.5544
H 1.5378 4.5883 2.8220
C 0.4295 -3.3340 -2.6528
C -0.0546 -3.3194 -1.2667
C 1.0139 -3.3340 -0.1525
O 0.4139 -3.3542 1.1820
C 1.1511 -2.7871 2.2074
N -1.0344 -2.1492 -1.1130
H -1.7156 -2.1012 -1.8571
H -1.6456 -2.2545 -0.3158
H -0.6028 -1.2370 -1.0704
H -0.2997 -3.2198 -3.4549
H 0.9498 -4.2583 -2.9036
H 1.1482 -2.5202 -2.7494
H -0.7171 -4.1598 -1.0592
H 1.4798 -2.3625 -0.3175
H 1.7588 -4.0954 -0.3838
H 1.3849 -1.7573 1.9372
H 2.0590 -3.3401 2.4482
H 0.4647 -2.9945 3.0284
*
```

Summary:
HOMO = -12.4600 eV
Lowest unoccupied orbital energy = -2.5 eV
Energy = -85794.8167 eV



[6]
The following is a quantum chemistry calculation of 3 unconnected molecules or ions with the total composition C13H15F5N3O6P at a distorted geometry, from OMol25.

```
! RIJCOSX wB97M-V def2-TZVPD def2/J DEFGRID3
* xyz 0 1
C 5.2792 -2.9145 0.1356
O 4.9408 -2.0726 -1.0036
P 4.4838 -0.6052 -0.5650
O 4.0374 -0.5075 0.8126
O 3.1791 -0.3051 -1.5145
C 2.4829 0.7780 -1.0421
O 2.8795 1.8571 -1.2027
N 1.2182 0.5870 -0.3926
C 1.3137 0.6958 1.0298
O 1.5183 1.6421 1.6394
F 1.1607 -0.4688 1.6685
O 5.6181 0.5106 -0.9781
C 6.8760 0.2817 -0.4691
F 7.6092 -0.5524 -1.2128
F 6.8801 -0.1815 0.7894
C 7.6219 1.6489 -0.4437
F 6.8983 2.5626 0.2170
F 7.7981 2.0723 -1.7077
H 5.4117 -3.9272 -0.2755
H 4.4936 -2.9712 0.8949
H 6.2540 -2.5987 0.5261
H 0.5620 1.3003 -0.6933
H 8.5989 1.5635 0.0514
C -4.4257 1.5452 0.0617
C -3.7360 2.7107 -0.3670
C -2.4342 2.3535 -0.5910
N -2.3103 1.0173 -0.3097
C -3.5216 0.5178 0.0836
H -5.4669 1.4695 0.3225
H -4.1493 3.6977 -0.4964
H -1.5875 2.9319 -0.9241
H -1.4625 0.4836 -0.3822
H -3.6348 -0.5212 0.3452
C -6.8885 -2.1620 1.3906
C -7.6868 -2.5858 0.2951
C -8.1215 -1.4600 -0.3523
N -7.6206 -0.3730 0.3112
C -6.8639 -0.7925 1.3717
H -6.3886 -2.7908 2.1094
H -7.9151 -3.6011 0.0147
H -8.7423 -1.3382 -1.2241
H -7.7830 0.5847 0.0579
H -6.3766 -0.0826 2.0193
*
```

Summary:
HOMO = -8.3081 eV
Lowest unoccupied orbital energy = 0.4 eV
Energy = -53357.3820 eV
SMILES string = CO[P@](=O)(OC(=O)NC(=O)F)OC(F)(F)C(F)F.c1cc[nH]c1.c1cc[nH]c1



[7]
The following is a quantum chemistry calculation of a gas-phase ion, C4H9N2O2 (charge +1) at a distorted geometry, from OMol25.

```
! RIJCOSX wB97M-V def2-TZVPD def2/J DEFGRID3
* xyz 1 1
C 1.8147 1.1133 0.0944
N 0.6126 0.3082 0.0166
C -0.5920 0.7680 -0.1086
O -0.9017 2.0497 -0.2603
N -1.4402 -0.2807 -0.3131
O -2.7658 -0.2114 0.2192
C -0.7706 -1.5464 0.1579
C 0.7100 -1.1970 0.0008
H 2.6638 0.5062 0.0945
H 1.7165 1.7668 0.8515
H 1.8025 1.7791 -0.8283
H -0.0835 2.5817 -0.1208
H -3.2984 -0.6614 -0.5377
H -0.9824 -2.4131 -0.3566
H -1.0603 -1.6066 1.1885
H 1.4250 -1.3582 0.8563
H 1.1499 -1.5982 -0.9544
*
```

Summary:
HOMO = -14.3270 eV
Lowest unoccupied orbital energy = -3.4 eV
Energy = -11360.2402 eV
SMILES string = C[N+]1=C(O)N(O)CC1



[8]
The following is a quantum chemistry calculation of a molecular structure, C46H47FeN5O6P2S at a distorted geometry, from OMol25.

```
! RIJCOSX wB97M-V def2-TZVPD def2/J DEFGRID3
* xyz -1 6
Fe -0.1590 -0.4236 -0.5307
C -2.6344 -0.7420 1.7595
P -1.0215 -1.6207 1.6130
C -0.4087 -1.4371 3.3545
C -0.7656 0.5596 4.8635
C -0.2922 0.8178 6.1157
C 0.3960 -0.2392 6.8280
C 1.1755 -1.1372 6.2017
C 0.8384 -1.8038 3.6458
C -1.3470 -3.4176 1.6496
C -0.4525 -4.2886 1.0364
C -0.6543 -5.6592 1.1019
C -1.7584 -6.1730 1.7679
C -2.6610 -5.3077 2.3690
C -2.4543 -3.9374 2.3115
C -2.6028 0.5139 0.9319
C -3.5166 1.5382 0.8731
C -3.0850 2.4333 -0.1453
C -1.9256 1.9139 -0.6621
C -1.0291 2.3488 -1.7871
P 0.6327 2.2487 -0.9331
C 2.0459 2.2655 -2.0991
C 2.3813 1.0491 -2.6933
C 3.4945 0.9414 -3.5124
C 4.3102 2.0442 -3.7270
C 4.0139 3.2454 -3.0978
C 2.8957 3.3518 -2.2833
C 0.5661 4.0050 -0.3483
C 0.6822 4.3594 0.9895
C 0.5828 5.6883 1.3866
C 0.3923 6.6866 0.4473
C 0.2980 6.3492 -0.8969
C 0.3793 5.0233 -1.2856
N -1.6070 0.7589 0.0160
H -3.4261 -1.4084 1.4101
H -2.8255 -0.5018 2.8094
H -0.5753 2.5928 4.2628
H -0.2577 1.8314 6.5001
H 0.3524 -0.2810 7.9126
H 1.6236 -1.9082 6.8209
H 1.4238 -2.3669 2.9258
H 0.3976 -3.9081 0.4825
H 0.0500 -6.3219 0.6169
H -1.9210 -7.2423 1.8094
H -3.5298 -5.6982 2.8840
H -3.1656 -3.2739 2.7873
H -4.4048 1.6205 1.4795
H -3.5700 3.3401 -0.4709
H -1.1171 1.6379 -2.6077
H -1.2914 3.3485 -2.1260
H 1.7860 0.1613 -2.4992
H 3.7352 -0.0160 -3.9564
H 5.1869 1.9613 -4.3565
H 4.6629 4.1020 -3.2255
H 2.7065 4.2852 -1.7690
H 0.8788 3.6044 1.7289
H 0.6688 5.9373 2.4363
H 0.3276 7.7226 0.7550
H 0.1573 7.1193 -1.6451
H 0.3028 4.7780 -2.3387
C -1.8571 -1.6922 5.3844
C -1.0965 -0.7708 4.4847
C 1.6622 -1.1642 4.7532
C 2.1307 0.1704 4.1534
C 1.5381 0.8482 3.0234
C 0.3141 1.3447 2.7967
C -0.7686 1.6176 3.8031
S 2.5654 0.7949 1.5245
O 3.8888 0.3810 1.9484
O 2.4483 2.1226 0.9397
N 1.8638 -0.2730 0.6070
C 2.5905 -1.5288 0.4543
C 2.0191 -2.3099 -0.7064
O 2.5166 -3.3640 -1.0646
O 0.9804 -1.7891 -1.2841
H -1.2384 -2.5338 5.7107
H -2.6974 -2.1253 4.8302
H -2.2488 -1.1720 6.2575
H 2.5886 -1.7450 4.8127
H 3.1882 0.3565 4.2807
H 0.0805 1.6364 1.7796
H -1.7292 1.6825 3.2846
H 2.5393 -2.1840 1.3312
H 3.6531 -1.3787 0.2544
C -0.2840 1.5383 -4.8895
N -0.5167 0.1285 -5.1095
C -0.8468 -0.2707 -6.4648
C -0.1657 -1.5850 -6.7748
C -0.6598 -2.5897 -5.7570
N -0.5715 -2.0809 -4.3964
C -0.7271 -3.1092 -3.3793
C -0.5608 -0.7626 -4.0674
O -0.5774 -0.3659 -2.9015
H 0.4368 1.8968 -5.6281
H 0.1409 1.7037 -3.9054
H -1.2043 2.1254 -4.9816
H -0.5215 0.5268 -7.1339
H -1.9331 -0.3757 -6.5880
H 0.9162 -1.4591 -6.6939
H -0.4026 -1.9281 -7.7832
H -0.0774 -3.5128 -5.7972
H -1.7019 -2.8601 -5.9773
H -0.0720 -3.9409 -3.6441
H -1.7606 -3.4637 -3.3441
H -0.4221 -2.7288 -2.4114
O -3.7390 -2.7609 -1.7084
C -2.7723 -2.2830 -1.2041
N -1.7950 -1.8373 -0.7046
*
```

Summary:
HOMO (spin up / spin down) = -4.7420 / -4.9315 eV
Lowest unoccupied orbital energy (spin up / spin down) = 0.6 / 1.9 eV
Energy = -131998.0296 eV



> The lowest energy belongs to which entry?

C46H47FeN5O6P2S



> Among the records above, which one has the lowest energy?

C46H47FeN5O6P2S



> Look up the energy of the third one.

-9325.3263 eV



> Number 6 is which compound?

C13H15F5N3O6P